DFT (ωB97M-V with the def2-TZVPD basis set) results for a cluster of 2 separate species, C13H28BO4S in total at a distorted geometry.

```
! wB97M-V def2-TZVPD RIJCOSX def2/J DEFGRID3
* xyz -1 1
H -1.447 -7.087 0.049
H 0.692 3.201 2.594
H -1.792 3.164 2.290
H -2.189 2.987 -0.248
H -4.584 1.047 -1.197
S -0.186 -5.097 -0.114
H -1.134 1.435 -0.385
B 1.034 3.594 -1.030
H -0.084 -7.227 -1.099
H 2.727 2.954 -2.407
O 0.492 -5.398 1.121
C 2.611 3.200 -1.268
C -1.543 -3.173 1.041
H -1.558 -6.340 -1.580
C 0.651 4.043 0.506
C 2.199 0.553 -0.803
C -0.897 -6.590 -0.750
H 1.455 4.723 1.010
H -0.042 -2.041 -0.033
C -1.092 -1.954 0.259
O 0.469 -4.407 -1.195
C -1.179 2.388 1.669
C 2.722 -0.652 0.158
H -0.319 4.693 0.426
O -1.578 -4.340 0.220
H 3.342 4.066 -1.059
H 0.689 4.503 -1.742
H 4.166 1.625 -0.892
C 3.094 1.854 -0.486
H -2.881 1.556 -1.730
H 3.899 -2.138 1.688
C 3.147 -1.479 1.106
H -1.184 1.418 2.321
H 3.234 2.064 0.647
H 2.240 0.219 -1.917
H -1.202 -1.048 0.860
C -1.889 2.007 0.274
H -3.195 -0.209 -1.287
H -0.911 -3.335 1.920
O -3.087 1.183 0.405
H -1.675 -1.845 -0.659
H 0.390 2.650 -1.416
C -3.466 0.877 -0.989
H -2.562 -3.009 1.402
H 0.975 1.867 1.334
H 1.074 0.673 -0.549
C 0.373 2.825 1.534
*
```

Summary:
- largest force on an atom (hartree/bohr) = 0.130
- orbital gap (eV) = 6.89
- DFT total energy (eV) = -33631.457

Per-atom Mulliken charges, elementary charge units: 0.307 0.239 0.276 0.389 0.280 1.202 0.149 0.150 0.363 0.122 -0.644 -0.740 -0.649 0.301 -0.778 0.818 -0.942 0.210 0.149 -0.387 -0.580 -0.850 -0.227 0.116 -0.245 0.197 -0.278 0.345 -0.440 0.274 0.299 -0.578 0.218 0.228 0.377 0.264 -0.054 0.138 0.335 -0.462 0.163 -0.186 -0.549 0.296 -0.043 -0.660 0.085


DFT (ωB97M-V with the def2-TZVPD basis set) results for a cluster of 2 separate species, C13H28FN5OP in total.

```
! wB97M-V def2-TZVPD RIJCOSX def2/J DEFGRID3
* xyz 1 1
H -4.567 0.564 1.324
C -1.242 -3.027 0.776
H 3.743 -4.401 0.996
C -0.046 -0.704 0.606
N 2.745 -4.159 -0.818
H 3.279 3.436 -0.387
H -2.104 -2.603 1.281
H 0.791 1.770 1.826
C 1.289 2.946 -1.052
C 2.831 -4.177 0.437
C 1.914 -1.410 1.014
H 1.726 -4.073 2.308
H 2.386 5.592 -2.849
C -0.623 1.611 0.154
F -3.016 -3.621 -0.656
C 1.575 -3.876 1.246
C -3.180 0.700 -1.368
H -0.921 -3.880 1.364
H -2.482 0.554 -2.191
H 3.634 -4.382 -1.265
H -1.212 -4.423 -0.902
H -0.428 2.034 -1.933
O 1.912 6.020 -2.129
H -4.158 0.318 -1.668
H 2.980 -1.449 1.179
H 1.000 6.065 -2.432
N -1.018 0.172 0.312
H 2.499 2.238 0.636
C -3.485 0.634 1.437
H 0.767 0.890 -1.364
C 2.614 2.572 -0.393
H -0.895 2.061 2.238
C 0.254 1.819 -1.107
P -2.694 -0.289 0.082
N -0.148 -2.057 0.794
H 3.108 1.784 -0.964
H 1.516 3.208 -2.087
H -0.002 3.287 1.363
N 1.149 -2.496 1.039
H -3.212 0.158 2.381
N 1.239 -0.312 0.763
C -0.134 2.212 1.469
H -3.292 1.765 -1.163
H -1.374 -2.709 -1.368
H -1.561 2.115 -0.061
H 0.807 -4.553 0.889
H 0.881 3.858 -0.616
C -1.655 -3.463 -0.633
H -3.192 1.684 1.492
*
```

Summary:
- largest force on an atom (hartree/bohr) = 0.008
- orbital gap (eV) = 9.50
- DFT total energy (eV) = -35432.650

Per-atom Mulliken charges, elementary charge units: 0.442 -1.092 0.442 0.500 -0.486 0.431 0.477 0.294 -0.584 -0.380 -0.332 0.242 0.315 -0.202 -0.293 -0.289 -1.173 0.640 0.310 0.278 0.291 0.301 -0.637 0.446 0.497 0.315 0.110 0.187 -1.185 0.300 -1.254 0.407 -0.221 0.153 0.229 0.284 0.376 0.454 0.047 0.322 -0.256 -1.662 0.393 0.258 0.492 0.310 0.294 -0.120 0.332


DFT (ωB97M-V with the def2-TZVPD basis set) results for a structure of composition C13H28N6O2PtS3 at a distorted geometry.

```
! wB97M-V def2-TZVPD RIJCOSX def2/J DEFGRID3
* xyz 4 5
C 4.457 0.642 4.164
N 1.064 1.332 3.307
H -0.821 0.838 2.872
C 2.758 -2.974 1.784
H -4.947 2.432 -0.899
H -0.217 -4.751 1.722
H -3.506 5.596 -2.456
C -1.267 1.076 -1.803
S 2.896 -1.374 -0.542
H 0.931 1.967 4.092
N -1.868 2.278 -1.851
H -1.092 -4.492 -0.604
H 3.086 -2.580 -2.600
O 2.499 -0.013 2.186
H 4.492 -0.118 4.958
C -3.887 4.790 -1.817
H 1.321 -3.943 -1.542
H -4.850 5.094 -1.414
N -0.888 2.134 -0.003
H 4.378 -2.964 0.413
H -2.758 2.083 -3.691
H 2.018 -1.180 -2.721
C -4.993 2.499 -1.989
Pt 0.750 -0.463 0.605
H 4.839 0.241 3.225
H -0.169 1.947 1.833
N -0.644 0.986 -0.636
H 0.710 -3.206 -3.019
S 0.961 -2.700 2.010
N -1.601 2.893 -0.708
C 2.281 0.768 3.127
C -3.976 3.475 -2.533
H -4.910 1.512 -2.433
H -6.020 2.846 -2.164
H -3.149 4.761 -1.003
H -1.719 -3.295 0.527
H -1.994 3.656 -3.386
N 0.039 1.100 2.383
S -0.364 -2.269 -1.099
H -1.296 0.346 -2.586
C -0.813 -3.636 0.022
C 3.285 -2.927 0.363
C 1.067 -2.992 -2.006
C 0.255 -4.066 1.009
H 2.971 -3.777 -0.238
H 1.072 -4.611 0.538
C -2.614 2.867 -2.945
C 2.254 -2.056 -2.116
O 3.123 1.118 4.056
H 2.995 -3.943 2.232
H 3.222 -2.190 2.383
H -4.423 3.755 -3.522
H 5.058 1.489 4.517
*
```

Summary:
- largest force on an atom (hartree/bohr) = 0.076
- orbital gap (alpha / beta) (eV) = 10.04 / 3.87
- energy above the lowest of the compared OMol25 structures with the same formula, charge and spin (kcal per mole) = 16.4
- DFT total energy (eV) = -62675.678
- expectation value of S² = 6.021

Per-atom Mulliken charges, elementary charge units: -0.637 -0.115 0.270 -0.617 0.398 0.544 0.441 -0.290 0.077 0.285 0.554 0.511 0.503 -0.811 0.295 -0.972 0.454 0.406 -0.119 0.567 0.318 0.439 -1.301 1.071 0.298 0.494 -0.083 0.573 0.073 -0.390 0.695 0.670 0.395 0.451 0.325 0.413 0.374 -0.568 0.142 0.417 -0.838 -0.750 -0.740 -0.682 0.480 0.451 -0.774 -0.786 -0.375 0.597 0.271 0.310 0.289


DFT (ωB97M-V with the def2-TZVPD basis set) results for a structure of composition C13H28O5 at a distorted geometry.

```
! wB97M-V def2-TZVPD RIJCOSX def2/J DEFGRID3
* xyz 0 1
H 14.696 -1.117 -13.191
H 14.829 -3.627 -17.585
H 12.603 4.270 -14.400
C 15.456 4.803 -14.869
C 13.342 3.666 -13.875
H 9.918 -0.959 -12.253
C 14.192 -3.515 -18.462
H 16.142 1.533 -12.302
H 13.490 -4.350 -18.469
H 13.158 -1.893 -12.987
O 12.858 -1.704 -19.432
H 12.956 3.547 -12.863
H 13.636 -0.193 -17.594
O 13.012 1.229 -15.246
C 15.595 1.658 -13.237
O 11.982 0.031 -14.130
H 11.553 1.134 -16.708
H 12.744 -1.363 -16.594
H 14.062 -0.327 -14.674
C 14.955 -0.667 -14.149
H 15.954 2.590 -13.671
C 12.647 -1.259 -12.263
H 9.879 0.514 -13.179
H 12.780 2.454 -16.865
H 13.387 2.679 -14.336
H 15.339 4.148 -15.733
H 12.690 0.388 -14.913
C 14.741 4.261 -13.625
C 13.625 -1.216 -17.219
H 10.542 0.574 -11.440
C 13.481 -2.153 -18.444
H 14.903 -3.585 -19.286
O 15.170 4.344 -12.491
H 13.116 0.791 -17.389
H 14.517 1.725 -13.089
C 16.004 0.453 -13.996
H 13.354 -0.611 -11.744
C 10.400 0.012 -12.364
H 15.095 5.825 -14.980
H 14.554 -1.471 -16.709
H 16.523 4.815 -14.647
O 17.136 0.367 -14.499
H 12.031 -1.850 -11.585
C 11.719 -0.326 -12.990
H 15.227 -1.473 -14.830
C 12.608 1.401 -16.642
*
```

Summary:
- largest force on an atom (hartree/bohr) = 0.198
- orbital gap (eV) = 9.39
- energy above the lowest of the compared OMol25 structures with the same formula, charge and spin (kcal per mole) = 112.0
- DFT total energy (eV) = -24166.779

Per-atom Mulliken charges, elementary charge units: 0.443 0.296 0.469 -1.228 0.177 0.391 -1.012 0.426 0.276 0.422 -0.593 0.325 0.007 -0.663 -0.439 -0.425 0.354 0.286 -0.231 -0.250 0.064 -1.396 0.343 0.351 -0.754 0.285 0.244 0.765 -0.343 0.331 0.508 0.297 -0.583 0.253 -0.031 0.498 0.314 -1.346 0.406 0.238 0.372 -0.655 0.449 1.099 0.400 -1.138


DFT (ωB97M-V with the def2-TZVPD basis set) results for a structure of composition C13H29AsO6Sn at a distorted geometry.

```
! wB97M-V def2-TZVPD RIJCOSX def2/J DEFGRID3
* xyz 4 1
H 0.739 -3.624 0.136
H -5.933 -2.270 0.925
C -5.356 0.825 -0.134
C 2.215 -2.799 -1.189
H -0.640 2.974 -1.527
C 2.462 -1.571 1.979
H -4.941 1.831 -0.087
H 0.681 2.922 2.082
H -5.402 0.507 -1.175
H -5.498 -0.302 3.093
O 1.168 0.997 -2.108
H 0.825 -1.349 -3.530
C -4.466 -0.092 2.809
H -4.243 0.958 3.000
H 3.774 0.109 2.426
C 3.167 -0.257 1.593
O -2.638 -0.307 0.481
H 1.179 2.844 -3.095
C 0.375 3.084 -1.143
O 1.547 -1.638 -1.645
H 3.306 -2.618 -1.185
O 2.216 0.700 1.169
H 3.844 -0.479 0.750
C 1.362 2.423 -2.101
H -4.271 -2.917 1.098
H 1.949 -1.410 2.931
C 1.256 2.931 1.148
H -6.366 0.826 0.279
H 2.401 -3.817 0.714
H 0.610 4.146 -1.068
O 1.476 -1.952 1.016
C -4.904 -2.209 0.569
H 3.254 2.348 0.554
H 2.032 -3.645 -1.873
H 3.212 -2.351 2.119
H -3.788 -0.737 3.363
C 1.709 -3.130 0.225
C 2.513 2.056 1.329
Sn -0.487 -0.071 0.048
H -4.864 -2.370 -0.507
H 3.110 0.451 -2.608
H 2.973 2.255 2.307
H 2.400 2.650 -1.833
C 2.078 0.312 -2.957
C 1.764 -1.192 -2.959
H 2.018 0.692 -3.982
H 2.566 -1.746 -3.451
As -4.312 -0.395 0.909
H 1.557 3.962 0.954
O 0.369 2.446 0.153
*
```

Summary:
- largest force on an atom (hartree/bohr) = 0.060
- orbital gap (alpha / beta) (eV) = 3.97 / 4.09
- DFT total energy (eV) = -92856.885

Per-atom Mulliken charges, elementary charge units: 0.322 0.412 -0.997 -0.375 0.302 -0.623 0.362 0.336 0.372 0.412 -0.197 0.309 -1.028 0.376 0.523 -0.368 -0.820 0.527 -0.733 0.040 0.409 -0.085 0.265 -0.487 0.359 0.321 -0.623 0.402 0.438 0.430 -0.186 -1.029 0.300 0.518 0.432 0.352 -0.729 -0.362 1.783 0.373 0.359 0.580 0.342 -0.638 -0.403 0.455 0.475 0.626 0.411 -0.241